Molecular formula: C5H6S2
Method: DFT, ωB97M-V/def2-TZVPD

Values from the calculation:
* orbital gap (spin up / spin down): 5.84 / 5.93 eV
* DFT total energy: -26947.7160 eV
* highest occupied orbital energy (spin up / spin down): -7.68 / -7.69 eV
* strongest force on any atom: 4.87 eV/A
* charge: 0
* relative energy (zero: lowest compared OMol25 entry of this formula, charge and spin): 97.06 kcal/mol

Element x y z (Å)
C: -1.6238 -1.0532 -0.1254
C: -0.2997 -0.9915 0.3327
C: -2.2745 0.0780 -0.4660
C: 0.6054 -0.0847 0.2398
C: 1.5037 0.9201 -0.0555
S: -1.7251 1.6615 -0.3940
S: 3.2014 0.8513 0.7965
H: -2.1507 -1.9718 0.0612
H: 0.1360 -2.0120 0.6355
H: -3.2444 0.1164 -0.7418
H: 1.6861 1.0867 -1.1936
H: 1.0265 1.9191 0.2630
H: 3.1591 -0.5199 0.6475

Molecular formula: C46H46AsBCsN6O3
Method: DFT, ωB97M-V/def2-TZVPD

Values from the calculation:
* orbital gap: 7.81 eV
* DFT total energy: -125602.2432 eV
* highest occupied orbital energy: -5.65 eV
* strongest force on any atom: 0.24 eV/A
* charge: -1
* relative energy (zero: lowest compared OMol25 entry of this formula, charge and spin): 0.00 kcal/mol

Element x y z (Å)
Cs: 0.0983 -0.2992 0.2093
C: 4.5511 2.1113 -3.7432
C: 4.2719 1.0696 -2.7112
C: 5.1485 0.4564 -1.8477
C: 4.3415 -0.3977 -1.0716
N: 3.0710 -0.3052 -1.4389
N: 3.0352 0.5865 -2.4517
B: 1.7204 0.9444 -3.1649
N: 0.7889 1.6929 -2.1765
N: 1.3207 2.3561 -1.1258
C: 0.3005 2.9491 -0.5096
C: -0.9103 2.6826 -1.1785
C: -0.5536 1.8894 -2.2500
C: -1.4318 1.3418 -3.3278
C: 0.4712 3.7097 0.7392
C: -0.5903 3.7782 1.6419
C: -0.4508 4.4600 2.8419
C: 0.7508 5.0843 3.1482
C: 1.8117 5.0179 2.2535
C: 1.6768 4.3321 1.0557
N: 1.0021 -0.3249 -3.6858
N: 0.5121 -1.2462 -2.8313
C: -0.0028 -2.2143 -3.5764
C: 0.1411 -1.9146 -4.9460
C: 0.7940 -0.7009 -4.9673
C: 1.2253 0.1062 -6.1470
C: -0.5446 -3.4333 -2.9546
C: -0.0684 -3.8541 -1.7130
C: -0.5293 -5.0297 -1.1398
C: -1.4646 -5.8112 -1.8044
C: -1.9472 -5.3987 -3.0394
C: -1.4948 -4.2174 -3.6078
C: 4.7504 -1.3052 0.0141
C: 3.8043 -1.8817 0.8617
C: 4.1881 -2.7350 1.8818
C: 5.5311 -3.0313 2.0798
C: 6.4817 -2.4649 1.2435
C: 6.0934 -1.6117 0.2203
H: 5.6108 2.3646 -3.7261
H: 3.9757 3.0178 -3.5521
H: 4.2969 1.7681 -4.7472
H: 6.2099 0.6285 -1.7800
H: 1.9846 1.6404 -4.1136
H: -1.9016 3.0039 -0.9063
H: -2.4346 1.7487 -3.2028
H: -1.4968 0.2529 -3.2949
H: -1.0696 1.6203 -4.3199
H: -1.5130 3.2579 1.4133
H: -1.2758 4.4752 3.5452
H: 0.8663 5.6112 4.0878
H: 2.7522 5.4991 2.4940
H: 2.5011 4.2616 0.3574
H: -0.1487 -2.5102 -5.7960
H: 0.9459 -0.4177 -7.0607
H: 2.3039 0.2657 -6.1558
H: 0.7530 1.0896 -6.1534
H: 0.6960 -3.2610 -1.2262
H: -0.1504 -5.3422 -0.1748
H: -1.8225 -6.7306 -1.3585
H: -2.6868 -5.9962 -3.5584
H: -1.8813 -3.8963 -4.5677
H: 2.7616 -1.6464 0.7054
H: 3.4364 -3.1666 2.5313
H: 5.8322 -3.6965 2.8791
H: 7.5317 -2.6904 1.3854
H: 6.8428 -1.1833 -0.4336
O: -4.3050 2.6629 2.2667
C: -3.5549 2.6380 3.4068
C: -3.8314 3.5461 4.4291
C: -3.1035 3.5341 5.6074
C: -2.0914 2.6033 5.7824
C: -1.8250 1.7035 4.7616
C: -2.5274 1.7003 3.5604
C: -2.0729 0.7114 2.4786
O: -1.3245 -0.2133 2.8629
O: -2.4511 0.9260 1.3054
H: -4.9774 3.3441 2.3721
H: -4.6300 4.2694 4.2913
H: -3.3329 4.2522 6.3857
H: -1.5158 2.5827 6.6988
H: -1.0420 0.9621 4.8523
C: -4.6878 -1.4331 1.6238
As: -3.2695 -2.0880 0.4500
C: -3.7559 -0.9955 -1.1017
C: -4.0792 -3.8290 -0.1199
C: -5.4779 -3.7736 -0.6303
C: -6.5675 -3.9288 0.2263
C: -7.8701 -3.8437 -0.2455
C: -8.1119 -3.6020 -1.5899
C: -7.0369 -3.4497 -2.4563
C: -5.7375 -3.5350 -1.9814
H: -5.6691 -1.5708 1.1682
H: -4.4964 -0.3706 1.7671
H: -4.6509 -1.9365 2.5896
H: -4.8242 -1.0396 -1.3157
H: -3.1920 -1.3112 -1.9817
H: -3.4729 0.0244 -0.8359
H: -4.0055 -4.4811 0.7532
H: -3.3987 -4.2210 -0.8759
H: -6.3860 -4.1167 1.2785
H: -8.6991 -3.9666 0.4408
H: -9.1274 -3.5335 -1.9590
H: -7.2113 -3.2628 -3.5091
H: -4.9027 -3.4149 -2.6628

Molecular formula: C8H14N3O2S
Method: DFT, ωB97M-V/def2-TZVPD

Values from the calculation:
* orbital gap: 7.12 eV
* DFT total energy: -27913.3606 eV
* highest occupied orbital energy: -11.48 eV
* strongest force on any atom: 3.48 eV/A
* charge: +1
* relative energy (zero: lowest compared OMol25 entry of this formula, charge and spin): 43.52 kcal/mol

Element x y z (Å)
C: -0.1750 0.1019 -1.0131
C: 1.7459 0.4111 0.1237
C: -2.0446 0.4235 0.6208
C: 1.5977 -0.9226 -0.2171
C: 0.5502 2.4464 -0.8708
C: 1.9303 -3.1425 0.4360
C: -4.7102 -0.8487 -0.1813
C: 2.5999 0.9797 1.0297
N: -1.5537 -0.0193 -0.4889
N: 0.6383 1.0901 -0.3689
N: 2.5154 2.2794 1.5362
O: 0.4616 -1.1672 -0.8429
O: 2.3382 -1.7978 0.3562
S: -3.6583 0.0835 1.0233
H: -0.3397 0.3070 -2.1077
H: 0.7497 2.3962 -1.9852
H: -0.4259 2.8800 -0.7195
H: 1.3095 3.0812 -0.4647
H: 1.4234 -3.2901 -0.5652
H: 1.0386 -3.3349 1.1778
H: 2.8734 -3.7980 0.5694
H: -4.3279 -0.7333 -1.2146
H: -5.7157 -0.3936 -0.0649
H: -4.8281 -1.9315 0.1418
H: 3.3399 0.2914 1.2997
H: -2.1332 -0.7656 -0.9978
H: 3.1791 2.6045 2.2355
H: 1.6213 2.7693 1.5525

Molecular formula: C6H12BrNO2
Method: DFT, ωB97M-V/def2-TZVPD

Values from the calculation:
* orbital gap: 9.37 eV
* DFT total energy: -82038.8537 eV
* highest occupied orbital energy: -8.66 eV
* strongest force on any atom: 4.72 eV/A
* SMILES: CC(C)/C(Br)=[N+](/[O-])O.C=C
* charge: 0
* relative energy (zero: lowest compared OMol25 entry of this formula, charge and spin): 107.80 kcal/mol

Element x y z (Å)
C: -0.7564 -2.5044 -1.8387
C: -0.3344 2.0169 -0.5332
C: -0.0014 1.5653 1.8916
C: -0.2044 -1.3338 -1.9141
C: -0.2163 1.0029 0.5356
C: 0.9675 0.0855 0.2334
N: 0.9669 -1.0917 0.7609
O: 1.7663 -2.0221 0.7547
O: -0.2268 -1.4386 1.4536
Br: 2.5824 0.5450 -0.4881
H: -0.1025 -2.2868 1.9106
H: -1.5433 -2.7143 -1.0333
H: -0.6496 -3.4010 -2.5163
H: 0.4888 2.7132 -0.6619
H: -0.5995 1.6182 -1.5879
H: -1.1424 2.8051 -0.4416
H: 0.7542 2.4401 1.9119
H: -0.8620 2.2297 2.1982
H: 0.1343 0.8871 2.6962
H: -0.5695 -0.4697 -1.3333
H: 0.6394 -1.0354 -2.5566
H: -1.0914 0.3889 0.5582

Molecular formula: C26H39BrF9N5O6S
Method: DFT, ωB97M-V/def2-TZVPD

Values from the calculation:
* orbital gap: 9.26 eV
* DFT total energy: -152664.7002 eV
* highest occupied orbital energy: -9.27 eV
* strongest force on any atom: 1.49 eV/A
* SMILES: O=C1c2cccc(Br)c2C(=O)N1CCCCC(F)(F)C(F)(F)S(F)(F)(F)(F)F.CN(C)C=O.CN(C)C=O.CN(C)C=O.CN(C)C=O
* charge: 0

Element x y z (Å)
O: 0.6191 1.1609 -1.6208
C: 1.4862 1.7462 -1.0353
C: 2.9582 1.6723 -1.3022
C: 3.6284 1.1108 -2.3761
C: 5.0264 1.1755 -2.3530
C: 5.6899 1.7724 -1.2844
C: 4.9862 2.3388 -0.2177
Br: 5.9137 3.1310 1.2235
C: 3.6019 2.2900 -0.2484
C: 2.5630 2.8080 0.7035
O: 2.7021 3.2787 1.7832
N: 1.3383 2.5877 0.0534
C: 0.2311 3.5304 0.1534
C: -0.0380 4.3050 -1.1487
C: -1.5224 4.2664 -1.5794
C: -1.7553 3.2259 -2.6880
C: -3.1239 2.5313 -2.6521
F: -3.4561 2.1616 -3.9038
F: -4.0507 3.3861 -2.1714
C: -3.0460 1.2647 -1.7676
F: -2.3692 0.3352 -2.4393
F: -2.3765 1.5177 -0.6458
S: -4.7255 0.5200 -1.2496
F: -4.4996 -0.7861 -2.1381
F: -4.0266 -0.2371 -0.0366
F: -4.9917 1.7715 -0.3316
F: -5.4592 1.1957 -2.4706
F: -6.1066 -0.0759 -0.7842
H: 3.0777 0.6492 -3.1810
H: 5.5710 0.7534 -3.1834
H: 6.7695 1.7866 -1.2913
H: 0.5182 4.2385 0.9252
H: -0.6718 3.0581 0.5282
H: 0.6118 3.9923 -1.9622
H: 0.1900 5.3529 -0.9679
H: -1.7702 5.2442 -1.9756
H: -2.1345 4.0755 -0.7048
H: -0.9536 2.4979 -2.7601
H: -1.7704 3.7524 -3.6399
C: -4.3137 -6.0167 -2.1831
O: -3.8954 -7.1103 -1.8579
N: -4.4837 -4.9775 -1.3446
C: -4.9859 -3.6921 -1.7944
C: -4.1502 -5.1555 0.0581
H: -4.5958 -5.7802 -3.2250
H: -4.2520 -2.9208 -1.5898
H: -5.9132 -3.4523 -1.2691
H: -5.1849 -3.7215 -2.8643
H: -3.0991 -5.4264 0.1614
H: -4.7507 -5.9583 0.4870
H: -4.3417 -4.2304 0.5960
C: -2.4228 -2.3718 -7.6306
O: -1.6020 -1.5031 -7.8471
N: -2.8588 -2.7250 -6.4051
C: -3.8407 -3.7705 -6.2061
C: -2.3200 -2.0281 -5.2490
H: -2.8898 -2.9575 -8.4414
H: -4.7255 -3.3670 -5.7075
H: -3.4216 -4.5697 -5.5901
H: -4.1397 -4.1885 -7.1649
H: -2.5326 -0.9613 -5.3276
H: -1.2383 -2.1578 -5.2084
H: -2.7676 -2.4211 -4.3392
C: 2.3609 -0.6816 2.2267
O: 2.7702 0.2343 1.5326
N: 2.2641 -0.6260 3.5611
C: 1.7763 -1.7390 4.3504
C: 2.6650 0.6012 4.2372
H: 2.0341 -1.6449 1.8002
H: 0.8885 -1.4411 4.9105
H: 2.5434 -2.0632 5.0562
H: 1.5204 -2.5734 3.7003
H: 2.0640 1.4356 3.8756
H: 3.7121 0.8169 4.0182
H: 2.5297 0.4888 5.3095
C: 3.9255 0.0692 7.9929
O: 2.8807 0.6006 7.6642
N: 5.1197 0.6863 8.0129
C: 6.3350 0.0057 8.4136
C: 5.1847 2.0846 7.6168
H: 3.9766 -0.9874 8.3070
H: 6.7769 0.5027 9.2793
H: 7.0578 0.0133 7.5956
H: 6.1141 -1.0264 8.6769
H: 4.5496 2.6868 8.2666
H: 4.8295 2.2010 6.5927
H: 6.2114 2.4337 7.6866

Molecular formula: C3H12NO3S
Method: DFT, ωB97M-V/def2-TZVPD

Values from the calculation:
* orbital gap: 5.96 eV
* DFT total energy: -21770.2335 eV
* highest occupied orbital energy: -4.38 eV
* strongest force on any atom: 4.65 eV/A
* charge: -1
* relative energy (zero: lowest compared OMol25 entry of this formula, charge and spin): 99.50 kcal/mol

Element x y z (Å)
C: 0.9228 1.3079 -0.0798
O: -0.3925 1.7778 0.2664
C: 0.9016 -0.1394 -0.4700
C: 2.3059 -0.4602 -0.9305
S: 3.6657 -0.4718 0.2631
N: -0.0400 -0.6036 -1.3878
H: 1.4626 1.9594 -0.7891
H: 1.5783 1.5230 0.8088
H: 0.7598 -0.7719 0.4265
H: 2.5600 -0.0103 -1.9261
H: 2.1494 -1.5832 -1.2302
H: 1.9912 -0.1934 1.5951
H: -0.0182 -0.0374 -2.2130
H: -0.9545 -0.4470 -1.0966
H: -2.9517 -0.8658 1.8951
H: -4.1647 -0.4754 2.8297
O: -3.4357 -1.1328 2.7068
H: -0.9639 0.8891 0.1427
H: -2.9797 0.1479 -0.7331
O: -2.3965 -0.4130 -0.0779

Molecular formula: C4H11N2
Method: DFT, ωB97M-V/def2-TZVPD

Values from the calculation:
* orbital gap: 7.86 eV
* DFT total energy: -7297.3805 eV
* highest occupied orbital energy: -11.43 eV
* strongest force on any atom: 6.46 eV/A
* SMILES: N/C=C/CC[NH3+]
* charge: +1
* relative energy (zero: lowest compared OMol25 entry of this formula, charge and spin): 82.27 kcal/mol

Element x y z (Å)
C: -0.4049 -1.6302 1.2520
C: 0.3460 -0.2097 1.0474
C: 0.3601 0.3320 -0.2838
C: 0.8067 1.5798 -0.7451
N: 1.0686 1.9235 -2.0335
N: -1.8742 -1.5375 0.6560
H: -0.4527 -2.0902 2.1953
H: 0.1832 -2.4953 0.6035
H: 0.1335 0.4743 1.8740
H: 1.3855 -0.5046 1.3989
H: 0.0954 -0.3932 -0.8588
H: 1.0894 2.4153 0.0310
H: 1.4911 1.1385 -2.7116
H: 1.3062 2.8595 -2.2454
H: -2.1326 -0.4621 0.7274
H: -1.7152 -1.9759 -0.2470
H: -2.3918 -2.0996 1.2519

Molecular formula: CH2BrNOS
Method: DFT, ωB97M-V/def2-TZVPD

Values from the calculation:
* orbital gap: 9.66 eV
* DFT total energy: -85483.6197 eV
* highest occupied orbital energy: -9.28 eV
* strongest force on any atom: 4.80 eV/A
* SMILES: O=C(Br)NS
* charge: 0
* relative energy (zero: lowest compared OMol25 entry of this formula, charge and spin): 20.30 kcal/mol

Element x y z (Å)
C: 0.1678 -0.3804 0.8829
N: -0.1220 -0.0835 -0.6535
O: 0.6544 0.3653 1.6364
S: -0.7418 1.4476 -1.0024
Br: -0.0336 -2.2379 1.0674
H: -0.5137 -0.9594 -1.0541
H: 0.5888 1.8483 -0.8768